An isolated ion of composition C5H12N and charge +1 in a non-equilibrium geometry. Source: the Open Molecules 2025 dataset; level of theory: wB97M-V/def2-TZVPD.

Each atom is followed by the atoms it is bonded to, with distances in Å.
Element x y z (Å)
1 N -0.887 1.338 0.414  C4 1.448, H14 1.023, H15 0.957, H17 1.074
2 C 2.008 -0.219 -0.187  C5 1.600, H7 1.126, H8 1.138, H16 1.130
3 C -1.106 -0.776 1.569  C4 1.331, H9 1.064, H10 1.075
4 C -0.690 -0.094 0.505  N1 1.448, C3 1.331, C6 1.503
5 C 0.928 0.049 -1.337  C2 1.600, C6 1.558, H11 1.136, H13 1.112
6 C -0.395 -0.628 -0.869  C4 1.503, C5 1.558, H12 1.067, H18 1.133
7 H 1.973 -1.344 -0.194  C2 1.126
8 H 2.976 0.280 -0.516  C2 1.138
9 H -1.293 -1.813 1.422  C3 1.064
10 H -1.499 -0.242 2.416  C3 1.075
11 H 1.208 -0.362 -2.358  C5 1.136
12 H -1.247 -0.627 -1.510  C6 1.067
13 H 0.674 1.121 -1.488  C5 1.112
14 H -0.143 1.773 0.964  N1 1.023
15 H -1.702 1.673 0.789  N1 0.957
16 H 1.796 0.319 0.785  C2 1.130
17 H -0.735 1.598 -0.617  N1 1.074
18 H -0.269 -1.738 -0.679  C6 1.133

Properties
**HOMO energy**: -0.5444 Ha
**Charge**: +1
**Energy above the lowest of the compared OMol25 structures with the same formula, charge and spin**: 215.9 kJ/mol
**Kohn-Sham gap**: 11.2 eV
**LUMO**: -0.1341 hartree
**SMILES**: C=C([NH3+])CCC